Entry from OMol25: 3 unconnected molecules or ions with the total composition C23H35N3O13P in a non-equilibrium geometry (ωB97M-V with the def2-TZVPD basis set).

Results
* net charge: +1
* orbital gap: 7.7 eV

```
75
Properties=species:S:1:pos:R:3:forces:R:3
C -3.90194 -0.66576 1.99139 -0.19 -0.22 -0.68
C -3.04040 0.22681 0.91177 -0.13 0.24 -0.03
C -3.03842 1.85313 1.24711 0.14 -0.48 -0.06
C -1.45519 -0.23117 0.77534 -0.29 -0.60 -1.54
C -0.82519 -0.90977 2.12028 -3.32 0.90 0.19
N 0.66835 -0.75577 2.30547 -0.28 -0.31 0.43
C 1.52925 -1.35198 1.22821 2.53 -1.38 -1.67
C 1.79486 -0.45155 -0.10027 -0.23 -0.24 -1.04
C 1.07721 -1.17371 -1.42465 -0.05 0.05 -0.88
C 2.14574 -1.55377 -2.61450 -0.87 0.06 -0.55
C 3.17859 -0.34371 -3.02284 0.99 -1.29 -0.23
N 2.58932 1.05173 -2.92517 2.05 0.23 0.01
C 0.94068 0.67863 2.67116 -0.47 3.51 1.91
O 2.34811 1.09657 2.64635 -2.08 -3.68 -1.99
N 2.43038 2.37219 3.12165 1.73 0.30 5.90
O 2.84719 2.25101 4.27506 -1.31 1.73 -4.15
P 1.03666 -1.74358 3.79228 4.91 -2.44 7.04
O 2.22137 -1.16315 4.65572 -4.87 -1.63 -4.05
O 1.53809 -3.38351 3.32796 -3.83 3.12 -0.59
O -0.33256 -1.94524 4.84497 1.46 -1.06 -3.47
H -3.67177 -0.39284 3.11172 -0.36 -0.61 -2.22
H -3.70261 -1.81695 1.75513 -0.39 2.40 0.75
H -5.05936 -0.50444 1.80845 2.48 -0.19 0.41
H -3.52456 0.01598 -0.15773 1.10 0.60 2.37
H -2.04889 2.06364 1.87836 -2.31 -0.22 -1.12
H -3.99977 2.20226 1.84664 2.22 -0.83 -1.28
H -2.95672 2.46689 0.24535 -0.15 -1.24 2.01
H -1.42021 -1.02291 -0.11731 0.21 1.68 2.05
H -0.86738 0.73058 0.39255 -1.06 -2.22 1.02
H -1.33103 -0.34759 3.04407 1.21 -1.29 -1.90
H -1.13867 -2.05246 2.24337 0.89 2.45 -0.54
H 2.58898 -1.58267 1.72180 -2.35 0.64 -0.88
H 1.09419 -2.42538 0.94177 0.71 2.59 0.62
H 1.38308 0.64222 -0.07751 0.82 -2.10 0.38
H 2.97743 -0.37052 -0.23787 -2.72 -0.28 0.27
H 0.51765 -2.17605 -1.14546 1.20 1.97 -0.31
H 0.24016 -0.47623 -1.91073 2.00 -1.30 1.28
H 1.48912 -1.76837 -3.58688 1.32 0.41 2.15
H 2.67955 -2.58051 -2.36988 -0.85 2.47 -0.44
H 3.49327 -0.53636 -4.14770 -0.59 0.31 2.39
H 4.17036 -0.45079 -2.37152 -2.03 0.22 -1.37
H 3.06412 1.52647 -2.09945 -0.92 -0.74 -1.39
H 2.97056 1.59176 -3.75843 -0.80 -0.86 1.43
H 0.57602 0.81350 3.80001 0.70 -0.48 -2.29
H 0.33464 1.47904 2.05422 0.93 -2.15 0.75
H 0.73556 -3.81594 2.86657 1.82 0.50 0.89
H -0.85529 -2.79373 4.63485 1.04 1.72 0.45
C 4.32601 -5.03553 -4.83832 -0.44 0.21 0.32
C 4.85714 -5.30787 -6.03183 2.03 -0.61 0.31
C 4.06133 -5.16841 -7.28277 -0.18 -0.07 -1.25
O 4.58229 -5.40767 -8.36645 -0.18 0.13 1.08
C 2.65700 -4.74643 -7.16275 0.23 -0.06 -0.15
C 2.12508 -4.47748 -5.96887 -1.65 0.43 -0.42
C 2.92889 -4.59039 -4.72096 0.50 -0.15 0.73
O 2.41743 -4.31868 -3.63987 -0.05 -0.32 -0.76
O 0.80517 -4.08304 -5.84859 1.71 -0.38 0.70
O 6.16886 -5.72930 -6.14980 -2.02 0.59 -0.57
H 4.89368 -5.13049 -3.92124 -0.03 0.00 -0.06
H 2.08486 -4.66632 -8.07816 0.04 -0.01 0.05
H 0.66008 -3.94733 -4.88680 0.07 -0.09 -0.44
H 6.31560 -5.85916 -7.11203 -0.02 0.04 0.35
C -5.30706 5.15645 3.40989 0.45 -0.40 0.06
C -5.72173 6.38532 3.09579 -2.16 0.01 0.06
C -4.75319 7.47135 2.77941 0.29 1.20 -0.30
O -5.16463 8.58560 2.47579 0.08 -1.08 0.30
C -3.31770 7.15686 2.85051 -0.18 0.15 -0.06
C -2.90320 5.92885 3.16801 1.67 0.21 -0.05
C -3.87210 4.83628 3.45726 -0.61 -0.60 0.25
O -3.46100 3.71300 3.72820 0.14 0.63 -0.13
O -1.55558 5.62710 3.23931 -1.75 -0.47 0.06
O -7.06881 6.69443 3.05181 2.19 0.24 -0.14
H -6.00017 4.35706 3.63988 0.03 0.06 0.00
H -2.62439 7.95992 2.63568 -0.04 -0.04 0.01
H -1.51362 4.67720 3.48515 -0.08 0.49 -0.06
H -7.11078 7.64267 2.80010 -0.02 -0.34 0.09
```
Positions in Å, forces in eV/Å.

Atomic partial charges in e from the Mulliken method, atoms 1 to 6: -1.14, 0.18, -0.73, -0.49, -0.60, 0.70

***

Entry from OMol25: a molecular structure, C15H13N5O3S2Ta in a non-equilibrium geometry (ωB97M-V with the def2-TZVPD basis set).

Results
* net charge: +3
* orbital gap: 6.1 eV
* relative energy (zero: lowest compared OMol25 entry of this formula, charge and spin): 0.544 eV

```
39
Properties=species:S:1:pos:R:3:forces:R:3
Ta 0.15251 -0.18427 0.54357 -0.54 0.41 -0.60
C 0.17871 -2.51561 -3.34065 0.03 0.07 0.14
C 0.40477 -1.89799 -2.01205 0.11 -0.31 -0.10
N -0.18766 -0.82450 -1.57080 -0.22 0.18 -0.16
N -1.03308 -0.22025 -2.47401 0.26 -0.10 0.34
C -1.56322 0.86334 -2.03223 -0.37 0.39 -0.33
N -2.36900 1.63986 -2.74483 0.19 -0.24 0.02
S -1.30099 1.39047 -0.35230 0.42 -0.11 0.48
C 1.39203 -2.46248 -1.08357 -0.05 0.10 -0.04
C 2.17490 -3.54611 -1.37435 0.12 -0.14 0.01
C 3.14513 -3.95180 -0.45109 -0.02 -0.06 -0.11
C 3.30794 -3.23881 0.72266 0.02 0.04 0.10
C 2.48878 -2.15587 0.96882 -0.10 -0.04 -0.15
N 1.52935 -1.77141 0.08748 -0.18 -0.02 0.28
H -0.64537 -2.05350 -3.86781 -0.02 0.02 0.00
H -0.01311 -3.58389 -3.21362 0.01 0.00 -0.03
H 1.09057 -2.41155 -3.93879 -0.01 -0.02 -0.02
H -2.57341 1.38706 -3.70248 -0.03 0.01 -0.04
H -2.78901 2.47751 -2.37587 -0.02 0.02 0.02
H 2.05096 -4.07117 -2.31052 0.02 -0.03 0.01
H 3.76855 -4.81149 -0.66470 0.01 0.01 0.00
H 4.06166 -3.50709 1.45049 -0.01 -0.01 -0.01
H 2.59270 -1.58024 1.87532 0.00 0.01 0.03
O 1.57303 3.07382 0.73461 0.22 -0.22 -0.17
C 1.48415 2.42542 1.70473 0.10 0.13 0.54
N 1.46318 0.87109 1.64662 -0.74 0.37 -0.18
S 0.68617 0.35526 3.04593 -0.03 -0.53 -0.47
O 1.14557 -0.87949 3.57257 0.03 0.32 0.26
O -0.72937 0.08481 2.31350 0.93 -0.58 0.07
C 0.78626 1.77515 3.94519 -0.14 0.36 0.16
C 0.51996 1.90625 5.30174 0.03 0.13 -0.14
C 0.76420 3.16796 5.83522 0.00 0.03 0.05
C 1.23169 4.21250 5.04057 0.01 -0.03 -0.04
C 1.48823 4.04951 3.67204 0.00 0.19 0.05
C 1.26705 2.81178 3.12045 -0.07 -0.38 0.01
H 0.15402 1.08986 5.91086 0.01 -0.01 -0.02
H 0.59091 3.33375 6.89055 -0.01 0.02 -0.01
H 1.41272 5.17812 5.49591 0.00 -0.01 -0.01
H 1.86382 4.86572 3.06728 0.00 -0.01 0.03
```
Positions in Å, forces in eV/Å.

Atomic partial charges in e from the Mulliken method, atoms 1 to 6: 1.31, -1.46, 1.30, 0.59, -1.05, 0.79

***

Entry from OMol25: a gas-phase ion, C9H15ClNO (charge +1) in a non-equilibrium geometry (ωB97M-V with the def2-TZVPD basis set).

Results
* net charge: +1
* orbital gap: 10.8 eV
* relative energy (zero: lowest compared OMol25 entry of this formula, charge and spin): 1.985 eV

```
27
Properties=species:S:1:pos:R:3:forces:R:3
C -0.07326 1.96853 1.12232 -0.04 0.03 0.25
C 2.15312 -0.42136 -1.72909 0.28 0.08 0.36
C 2.31885 -1.25603 -0.42227 1.10 -0.19 -0.79
C 0.74761 -0.56911 1.40654 -0.48 0.44 1.09
C -0.14356 0.51526 0.84578 1.50 -1.13 -3.70
C 0.02588 -0.45223 -0.76562 -0.87 0.02 -0.41
C -1.34716 1.19377 1.37524 -0.03 -0.01 0.19
C -1.28648 -1.17235 -0.89674 0.16 -0.22 -0.02
C -2.56815 1.49515 0.55043 0.05 -0.08 0.15
N 0.75120 -0.46245 -2.05335 -1.32 1.29 3.52
O 1.01664 -1.30740 0.19036 -0.23 -0.12 -0.18
Cl -1.72169 0.75278 3.05235 0.12 0.07 -0.18
H 0.54104 2.28190 1.95479 -0.01 -0.03 0.14
H -0.09461 2.67424 0.30642 -0.08 0.00 -0.17
H 2.44240 0.61653 -1.54632 0.05 -0.12 -0.06
H 2.75315 -0.81841 -2.54382 0.06 0.00 0.07
H 2.59815 -2.28945 -0.63728 -0.08 0.15 0.09
H 3.04943 -0.80882 0.25144 -0.20 -0.09 0.11
H 1.66346 -0.19025 1.86184 0.03 -0.15 -0.18
H 0.23866 -1.23688 2.10485 0.10 0.01 -0.12
H -1.16978 -2.13399 -1.39944 0.05 -0.01 -0.01
H -1.95097 -0.55952 -1.50264 -0.05 0.09 0.02
H -1.75561 -1.34221 0.06733 -0.04 0.03 0.05
H -3.28955 0.68447 0.60859 -0.03 -0.07 -0.03
H -2.28380 1.65558 -0.48388 0.02 0.06 -0.20
H -3.04359 2.39807 0.92469 -0.01 0.06 0.03
H 0.42862 -1.21582 -2.64253 -0.04 -0.12 0.00
```
Positions in Å, forces in eV/Å.

Atomic partial charges in e from the Mulliken method, atoms 1 to 6: -0.94, -0.59, -0.31, -0.50, 0.13, 0.75

***

Entry from OMol25: a molecular structure, C4H10N2 in a non-equilibrium geometry (ωB97M-V with the def2-TZVPD basis set).

Results
* net charge: +1
* orbital gap (spin up / spin down): 8.0 / 8.0 eV
* expectation value of S²: 0.758
* relative energy (zero: lowest compared OMol25 entry of this formula, charge and spin): 5.743 eV
* spin multiplicity: 2

```
16
Properties=species:S:1:pos:R:3:forces:R:3
C -0.36378 -0.23659 -1.57055 -4.58 -1.57 0.32
C -1.01839 -0.29838 -0.26369 -1.58 0.11 0.69
C -0.05236 -0.54032 0.84869 0.61 -0.85 0.75
C 1.12577 0.48362 0.58301 -1.37 0.96 2.41
N 1.19591 0.88858 -0.73961 2.09 1.75 -0.29
N -0.70272 -0.32296 2.08689 -0.41 0.57 0.30
H 0.62024 0.42465 -1.45285 1.35 -1.12 -2.73
H -0.96513 0.35276 -2.25530 0.59 0.50 -0.39
H -0.05273 -1.16835 -2.02161 1.05 0.01 0.11
H -1.84376 -1.02895 -0.17760 0.59 -0.42 -0.55
H -1.61249 0.58949 0.00375 0.55 0.28 -0.34
H 0.88632 1.44202 1.07517 -0.09 -0.64 0.63
H 0.70643 1.76340 -0.86160 0.09 0.76 0.14
H 2.00964 0.10094 1.05441 0.77 -0.42 -0.57
H -0.31529 -0.89995 2.82998 0.26 -0.02 0.06
H 0.38234 -1.54998 0.86091 0.08 0.11 -0.55
```
Positions in Å, forces in eV/Å.

Atomic partial charges in e from the Mulliken method, atoms 1 to 6: -0.20, -0.82, 0.50, -0.79, -0.46, -0.64

***

Entry from OMol25: a single C3H5NO2S molecule (ωB97M-V with the def2-TZVPD basis set).

Results
* orbital gap: 9.7 eV
* relative energy (zero: lowest compared OMol25 entry of this formula, charge and spin): 0.450 eV

```
12
Properties=species:S:1:pos:R:3:forces:R:3
C 1.59986 -1.21088 0.41172 -0.36 -0.38 -0.17
C 0.42683 -1.13860 -0.54813 -0.19 -0.25 -0.40
C -1.70264 2.09660 0.22190 0.60 -0.22 0.28
H 2.15769 -2.12057 0.15123 -0.13 0.40 0.22
H 1.22563 -1.27051 1.44834 0.28 0.07 -0.35
H 2.22890 -0.32609 0.28779 0.01 -0.09 0.15
H -1.19787 0.04606 -1.03147 -0.46 -0.07 -0.45
H -1.84145 2.99792 0.82543 -0.02 0.15 0.12
N -0.42097 -0.06178 -0.40953 0.62 0.16 0.68
O 0.20793 -1.96550 -1.41588 0.19 0.39 0.48
O -2.41471 1.76158 -0.67675 -0.27 -0.11 -0.30
S -0.26921 1.19177 0.73534 -0.26 -0.05 -0.26
```
Positions in Å, forces in eV/Å.

Atomic partial charges in e from the Mulliken method, atoms 1 to 6: -1.17, 0.78, 0.12, 0.28, 0.33, 0.34

***

Entry from OMol25: a molecular structure, C41H48Br3F3N7O10 in a non-equilibrium geometry (ωB97M-V with the def2-TZVPD basis set).

Results
* net charge: +1
* orbital gap: 6.8 eV

```
112
Properties=species:S:1:pos:R:3:forces:R:3
N -1.43346 -5.87374 -4.65619 3.49 2.39 4.56
C -0.83424 -5.45167 -3.47885 -1.90 -1.99 -3.97
N 0.59973 -4.94705 -3.56043 -2.13 0.91 1.62
N -1.66048 -5.55957 -2.21044 2.72 -0.14 -0.12
C -1.06112 -4.78131 -1.05958 -0.10 0.94 0.57
C -2.21023 -4.34768 0.06376 1.04 0.40 0.57
C -1.44831 -3.27076 1.09184 -0.71 0.14 -1.31
C -1.65405 -1.77945 0.35822 0.22 -2.30 -1.06
N -0.88515 -0.70211 1.06416 -1.52 2.88 1.53
Br 1.00683 -0.96689 1.17426 -1.27 0.10 -0.19
C -1.41822 0.45047 1.65087 0.01 -1.10 -1.25
N -2.90399 0.64731 1.52256 3.96 0.72 0.28
C -3.45902 1.81804 2.26607 -1.62 1.67 0.77
C -4.97385 2.12018 1.66829 0.21 -0.23 0.38
C -5.01567 3.21915 0.45481 -0.14 0.17 0.37
F -4.16525 4.41478 0.65455 -1.65 -3.39 -0.42
Br -6.92901 3.92626 0.40024 1.61 -0.77 0.37
C -4.73119 2.61800 -1.04393 -0.75 0.62 -1.78
F -3.31275 2.29387 -1.33191 -3.93 0.01 1.33
F -5.67905 1.48846 -1.36679 3.66 3.02 1.40
Br -5.20231 4.13031 -2.33027 0.90 -1.74 0.72
N -0.41531 1.34059 2.32602 -2.55 -0.71 -1.27
C -0.48009 1.38311 3.81326 -1.22 -1.23 1.96
C -0.92405 2.80194 4.49454 1.26 0.03 0.74
C 0.43998 3.66662 4.84702 0.22 0.07 0.21
N 0.23622 5.12990 4.49130 -0.96 -1.51 0.09
C -0.10995 2.61777 1.63206 1.44 1.30 -1.82
C 0.05962 2.49760 -0.02295 0.45 1.43 0.13
C 0.14759 4.08517 -0.54345 -1.70 -0.29 -0.62
C 1.03666 4.24751 -1.90949 6.33 1.85 -0.19
O 2.33068 4.63480 -1.79195 -8.68 -2.74 -0.94
O 0.53872 3.96161 -3.28065 -0.28 0.61 4.11
H -0.69115 -5.71217 -5.40156 -0.97 -0.43 1.16
H 1.15068 -5.23478 -2.72059 -0.72 0.20 -0.80
H 0.53047 -3.89001 -3.48812 0.29 -1.58 -0.31
H -1.71840 -6.57352 -1.90738 -0.06 1.55 -0.87
H -0.56727 -3.78445 -1.48799 -1.18 -2.13 0.91
H -0.19436 -5.35208 -0.50898 -1.62 0.99 -0.88
H -2.54376 -5.26686 0.72680 0.53 1.85 -1.65
H -3.12628 -3.79907 -0.43389 1.77 -1.44 0.87
H -1.96157 -3.21412 2.14246 1.18 -0.24 -1.97
H -0.32612 -3.61377 1.11788 -2.19 1.01 0.30
H -2.80843 -1.63993 0.27510 2.25 0.37 0.52
H -1.23457 -1.84093 -0.75512 -0.86 0.23 2.45
H -3.25334 0.55107 0.53952 0.59 -0.02 1.23
H -3.56328 1.60963 3.43532 0.28 0.12 -2.70
H -2.86484 2.81907 2.17221 -0.82 -2.03 -0.04
H -5.70077 2.51680 2.52764 1.80 -0.93 -2.00
H -5.39184 1.08373 1.25372 0.61 2.43 0.80
H -1.29450 0.57956 4.15542 1.80 1.53 -0.77
H 0.54985 0.97774 4.23761 -2.07 1.14 -0.76
H -1.61376 3.48365 3.84066 1.30 -1.54 1.10
H -1.47068 2.61059 5.51318 0.91 0.13 -2.06
H 1.36750 3.28893 4.24075 -1.80 0.55 1.09
H 0.73977 3.57508 5.99870 -0.82 0.20 -2.56
H -0.64816 5.39972 4.99861 1.23 0.01 -0.93
H 0.03862 5.13439 3.45794 0.05 0.27 1.42
H 0.95843 2.98710 2.01120 -2.32 -0.92 -0.65
H -0.83720 3.51388 1.80566 0.96 -1.75 -0.09
H 1.07803 2.00423 -0.33555 -2.23 0.57 0.77
H -0.88253 2.05275 -0.55626 1.93 0.47 1.11
H 0.48210 4.79779 0.34605 -0.20 -1.49 -2.36
H -0.97753 4.37360 -0.80430 2.35 -0.39 0.54
H -0.46046 3.86209 -3.29234 1.62 0.17 0.34
C 4.68054 7.87227 7.78242 -0.32 0.15 0.32
C 3.39813 8.03919 8.11988 0.44 0.03 0.10
C 2.30907 7.70175 7.18217 -0.72 0.14 0.28
O 1.13508 7.85609 7.48947 0.66 -0.14 -0.22
C 2.69180 7.17148 5.85849 0.29 -0.08 -0.39
C 3.97421 7.00456 5.52103 -0.45 -0.03 -0.04
C 5.06327 7.34200 6.45873 0.83 -0.10 -0.18
O 6.23727 7.18766 6.15144 -0.70 0.04 0.19
H 5.49151 8.11546 8.45802 -0.01 -0.05 -0.03
H 3.10114 8.42637 9.08720 -0.01 -0.02 -0.04
H 1.88084 6.92829 5.18289 -0.01 -0.05 0.06
H 4.27121 6.61738 4.55371 0.03 0.03 0.02
C 10.20639 5.60169 10.23347 -0.35 0.14 0.34
C 8.92397 5.76862 10.57093 0.45 0.03 0.10
C 7.83491 5.43118 9.63322 -0.74 0.10 0.17
O 6.66092 5.58552 9.94052 0.62 -0.06 -0.20
C 8.21764 4.90091 8.30954 0.33 -0.15 -0.30
C 9.50005 4.73398 7.97208 -0.50 -0.04 -0.10
C 10.58911 5.07143 8.90978 0.97 -0.12 -0.27
O 11.76311 4.91709 8.60249 -0.85 0.10 0.22
H 11.01735 5.84489 10.90907 0.00 -0.02 -0.05
H 8.62698 6.15580 11.53824 -0.02 -0.02 -0.04
H 7.40668 4.65771 7.63393 0.01 0.06 0.03
H 9.79705 4.34680 7.00476 0.03 0.03 0.05
C -4.05033 -5.12951 -10.06296 0.17 0.45 -0.08
C -3.45585 -4.04849 -9.54887 -0.19 -0.20 -0.39
C -3.06258 -3.99380 -8.12705 0.32 0.55 0.32
O -2.52022 -3.00400 -7.65520 -0.29 -0.53 -0.26
C -3.35008 -5.17992 -7.29623 -0.20 -0.33 0.06
C -3.94457 -6.26095 -7.81032 0.18 0.22 0.32
C -4.33783 -6.31564 -9.23214 -0.34 -0.70 -0.22
O -4.88020 -7.30544 -9.70399 0.34 0.57 0.24
H -4.34586 -5.18573 -11.10351 0.00 -0.03 0.03
H -3.23751 -3.17081 -10.14538 0.01 -0.02 0.04
H -3.05455 -5.12370 -6.25568 0.01 -0.05 -0.01
H -4.16291 -7.13863 -7.21381 0.03 0.01 -0.03
C -2.82968 -10.43883 -11.25395 -0.19 0.17 0.38
C -2.77483 -9.97400 -10.00206 -0.26 -0.13 -0.33
C -1.49331 -9.87956 -9.27543 -0.01 0.26 0.71
O -1.44243 -9.45611 -8.12886 -0.02 -0.20 -0.64
C -0.27526 -10.31691 -9.98598 0.22 -0.17 -0.38
C -0.33011 -10.78174 -11.23788 0.28 0.12 0.41
C -1.61164 -10.87618 -11.96451 -0.11 -0.33 -0.92
O -1.66251 -11.29963 -13.11107 0.06 0.29 0.80
H -3.76147 -10.51532 -11.80092 0.04 0.00 -0.01
H -3.65925 -9.64862 -9.46751 0.03 0.03 -0.02
H 0.65653 -10.24042 -9.43902 -0.04 0.01 0.01
H 0.55431 -11.10712 -11.77243 -0.05 0.00 -0.01
```
Positions in Å, forces in eV/Å.

Atomic partial charges in e from the Mulliken method, atoms 1 to 6: -0.49, 0.26, -0.63, -0.28, -0.37, -0.50

***

Calculated total energy readings, ordered: -64778.68979 -52552.23065 -25626.36571 -7277.35014 -19612.06119 -292458.32578 eV